# 1
{"formula": "C4H12O4", "method": "ωB97M-V/def2-TZVPD", "homo_ha": -0.3334, "lumo_energy_ev": 0.3, "gap_ev": 9.4, "e_above_lowest_kcal_mol": 59.03, "species": ["O", "C", "H", "H", "C", "H", "H", "H", "O", "H", "H", "C", "H", "H", "H", "O", "H", "O", "C", "H"], "xyz": [[-2.413, -1.003, -1.080], [1.231, -1.244, -0.650], [-1.563, 1.400, 1.118], [2.773, -1.920, 0.654], [0.818, -0.157, -1.284], [1.218, -2.145, -1.253], [-0.606, 2.835, 1.164], [-2.152, -1.861, -1.430], [-2.537, 1.285, 1.137], [1.704, -0.904, 2.769], [0.662, 0.400, -3.064], [1.323, -0.808, 1.773], [0.685, 2.131, 1.406], [-1.560, -0.552, -1.119], [0.413, -0.226, 1.685], [0.317, -0.363, -2.579], [-2.624, 1.491, 0.194], [0.018, 2.244, 0.716], [1.849, -1.347, 0.671], [0.443, 0.744, -0.827]], "nbo_charge": [-0.93, -0.28, 0.46, 0.21, 0.08, 0.22, 0.48, 0.46, -0.94, 0.20, 0.48, -0.39, 0.49, 0.47, 0.19, -0.71, 0.46, -0.94, -0.20, 0.20]}

***

# 2
{"formula": "CH3IOS2", "method": "ωB97M-V/def2-TZVPD", "homo_ha": [-0.3110, -0.3176], "lumo_energy_ev": [-0.3, -2.5], "spin_multiplicity": 3, "gap_ev": [8.2, 6.2], "e_above_lowest_kcal_mol": 0.00, "s_squared": 2.009, "species": ["C", "H", "I", "O", "H", "S", "H", "S"], "xyz": [[-0.317, 0.282, 0.082], [-0.604, -0.792, 0.094], [-4.374, 0.191, 0.446], [-2.234, 1.732, -1.111], [-0.662, 0.850, 0.949], [-4.068, -1.708, -0.779], [0.713, 0.340, 0.068], [-1.212, 0.732, -1.475]], "nbo_charge": [-0.83, 0.23, 0.23, -0.81, 0.25, -0.22, 0.23, 0.93]}

***

# 3
{"formula": "C7H4", "method": "ωB97M-V/def2-TZVPD", "homo_ha": [-0.2117, -0.3173], "lumo_energy_ev": [0.2, -2.7], "spin_multiplicity": 3, "gap_ev": [5.9, 5.9], "e_above_lowest_kcal_mol": 37.40, "s_squared": 2.027, "species": ["H", "C", "H", "C", "C", "C", "H", "C", "C", "H", "C"], "xyz": [[-2.020, 0.515, 1.874], [0.249, -0.328, -0.851], [-0.039, -0.240, -1.870], [0.986, 0.965, -0.784], [-1.098, 0.333, 1.367], [-0.637, -0.753, 0.407], [0.467, -2.652, 0.068], [0.024, -1.725, -0.163], [-0.037, 1.142, 1.322], [1.224, 1.318, -1.827], [0.882, 1.424, 0.457]], "lowdin_charge": [0.09, -0.17, 0.10, -0.05, 0.02, -0.08, 0.08, 0.08, -0.08, 0.12, -0.10]}

***

# 4
{"formula": "C14H14InN4O7SSe4", "method": "ωB97M-V/def2-TZVPD", "homo_ha": -0.1746, "charge": -1, "lumo_energy_ev": 2.5, "gap_ev": 7.2, "species": ["O", "Se", "O", "C", "H", "C", "H", "C", "H", "C", "C", "O", "C", "C", "H", "C", "S", "Se", "C", "H", "O", "O", "In", "H", "Se", "H", "C", "H", "C", "N", "H", "H", "C", "N", "O", "Se", "C", "H", "H", "N", "N", "O", "C", "H", "H"], "xyz": [[1.399, 2.211, 1.069], [0.509, -1.138, 4.919], [-0.768, 0.457, -1.869], [3.884, -2.393, -0.902], [6.742, -0.030, 2.231], [5.712, 0.212, 2.459], [1.032, -4.155, -0.785], [-1.908, 2.267, -0.812], [6.859, -0.899, 4.478], [5.248, 0.100, 3.772], [3.084, -3.520, -0.996], [3.186, 1.859, -0.652], [3.076, 0.846, 3.048], [3.926, 0.433, 4.057], [5.201, 0.693, 0.429], [1.737, -3.332, -0.724], [2.416, 1.373, 0.456], [-1.666, -0.371, 4.749], [-1.834, 1.340, -2.000], [4.947, -2.452, -1.116], [-2.698, -2.417, -1.103], [-2.697, 3.335, -1.058], [-0.269, -0.051, 1.364], [-0.195, -1.459, -2.075], [-1.347, 1.363, 3.214], [5.634, -0.719, 5.578], [-1.129, -0.903, -2.018], [-2.806, 0.832, -2.061], [3.541, 0.938, 1.742], [3.422, -1.198, -0.565], [-2.722, 3.840, -0.234], [3.487, -4.486, -1.261], [-1.960, -1.479, -0.856], [1.540, 0.041, 0.101], [-1.821, -0.943, 0.310], [0.765, -2.045, 2.777], [4.859, 0.621, 1.450], [-1.692, -1.061, -2.945], [-1.735, 1.952, -2.905], [1.241, -2.156, -0.384], [6.115, -0.296, 4.798], [-1.370, 2.111, 0.248], [2.115, -1.128, -0.297], [2.046, 1.091, 3.285], [3.544, 0.351, 5.069]], "nbo_charge": [-0.96, -0.08, -0.51, 0.10, 0.20, -0.29, 0.20, 0.80, 0.37, 0.17, -0.37, -0.94, -0.15, -0.22, 0.24, 0.11, 2.35, -0.05, -0.17, 0.18, -0.65, -0.68, 1.42, 0.23, -0.40, 0.37, -0.19, 0.21, -0.40, -0.50, 0.50, 0.22, 0.77, -1.00, -0.84, -0.44, -0.13, 0.18, 0.20, -0.51, -0.80, -0.56, 0.57, 0.25, 0.21]}

***

# 5
{"formula": "C38H77IN3O14P2", "method": "ωB97M-V/def2-TZVPD", "homo_ha": -0.3851, "charge": 1, "lumo_energy_ev": -2.6, "gap_ev": 7.9, "species": ["O", "O", "N", "H", "C", "H", "H", "H", "H", "C", "H", "H", "H", "H", "C", "H", "H", "C", "C", "C", "C", "H", "H", "H", "C", "H", "H", "H", "H", "C", "C", "H", "H", "H", "H", "C", "H", "O", "N", "H", "H", "O", "H", "C", "H", "H", "O", "C", "H", "H", "H", "O", "C", "H", "H", "C", "I", "H", "H", "H", "H", "C", "H", "H", "H", "O", "P", "H", "C", "C", "C", "H", "O", "H", "H", "H", "H", "H", "C", "H", "H", "C", "H", "H", "C", "H", "C", "H", "H", "P", "H", "O", "H", "O", "C", "H", "H", "O", "H", "H", "C", "C", "C", "H", "H", "O", "C", "H", "C", "H", "H", "C", "O", "H", "H", "C", "C", "C", "N", "H", "H", "C", "H", "H", "H", "C", "C", "H", "H", "H", "H", "O", "C", "H", "C"], "xyz": [[1.212, -4.775, -5.279], [1.907, -2.546, -2.300], [-2.592, -2.942, -3.219], [-4.167, -4.630, -2.525], [-1.186, 0.782, -1.725], [-1.477, 0.381, 0.417], [-1.618, 1.563, -6.281], [-7.858, -4.145, 1.524], [7.996, 5.272, 1.867], [-0.664, -1.445, -2.809], [-8.232, -4.027, 4.180], [-5.613, -2.076, 0.982], [5.251, -2.605, -10.457], [0.213, 0.391, -0.086], [8.086, 3.142, 6.260], [-6.158, 2.267, 0.690], [5.228, -4.267, -7.016], [7.902, 1.692, 6.624], [7.533, -2.389, 10.194], [0.737, -3.740, -4.854], [5.030, -2.585, -8.335], [-1.101, -4.552, -4.329], [7.489, 5.119, 3.570], [3.200, 2.469, 2.956], [-8.451, -3.231, 1.454], [-8.664, -2.441, 4.844], [-7.900, 2.492, 0.391], [-4.890, -3.510, 1.749], [-0.773, 0.880, -4.916], [4.611, -3.372, -7.116], [-5.130, 0.375, -1.959], [-7.036, 3.196, -1.723], [6.689, -2.499, 10.876], [-3.598, 0.033, -6.985], [7.059, 1.580, 7.304], [5.201, 5.731, 2.005], [0.789, 5.121, -2.154], [7.641, -0.559, 8.682], [-1.678, -0.576, -2.126], [-5.569, 0.016, -2.890], [3.885, -3.566, -9.861], [-7.879, -1.324, 2.744], [5.137, 6.245, 2.965], [-8.334, -2.444, 2.738], [8.437, -2.773, 10.669], [-0.676, 6.022, -2.636], [-0.056, -3.157, -0.599], [7.459, 4.652, 2.590], [-0.069, -0.805, -3.457], [-1.943, 5.224, -0.860], [-3.208, -1.224, 0.749], [-4.322, -3.044, -0.234], [-3.047, -0.476, -2.829], [-8.077, -2.626, 0.631], [3.563, -3.658, -7.201], [4.921, -3.280, -9.671], [1.567, -1.884, -5.577], [-0.321, 1.059, -2.320], [-5.750, -0.040, -1.164], [-4.328, 1.444, -6.281], [2.030, -3.500, -2.180], [-6.998, 1.989, 0.058], [-1.312, -0.165, -6.311], [9.292, 3.815, 7.900], [-3.381, -4.775, 0.416], [5.432, -1.450, -8.243], [0.616, -1.976, -1.496], [8.803, 1.307, 7.099], [-4.003, 0.426, -6.055], [8.001, 0.023, 10.957], [-0.903, 4.927, -0.783], [8.480, 5.107, 6.998], [-1.393, 2.945, 1.369], [-5.027, 2.398, -2.766], [-4.337, -2.153, -2.537], [-7.397, 1.505, -1.974], [-2.809, -5.527, -1.727], [4.196, 5.467, 1.679], [-4.027, -4.419, -0.388], [-4.845, -0.155, -5.697], [7.941, 3.683, 2.651], [6.034, 4.477, 2.145], [-9.494, -3.484, 1.260], [0.995, 3.078, 2.601], [-8.806, -3.116, 4.003], [7.543, 4.088, 8.106], [-3.570, -1.864, -3.247], [-9.865, -3.363, 3.923], [-0.527, 5.123, 0.215], [-0.541, 2.603, 0.227], [3.419, 2.834, 1.234], [-0.848, 3.493, -1.044], [-1.478, -2.171, -4.719], [5.565, 3.386, 1.907], [-0.445, -3.809, -3.876], [5.649, 6.396, 1.265], [8.924, -0.259, 11.465], [-3.810, -0.080, -1.693], [-1.914, -1.053, -1.244], [-2.862, -2.281, 2.135], [8.369, 4.099, 7.393], [1.380, 2.368, 1.879], [-1.541, 0.671, -5.654], [7.176, 0.014, 11.671], [4.740, -2.756, -6.230], [8.012, 3.529, 5.114], [-5.281, 1.889, -1.841], [-7.181, 0.928, 0.238], [2.895, 2.215, 1.944], [7.706, 1.117, 5.722], [-1.971, 1.518, -1.827], [-6.734, 2.191, -1.441], [-2.495, -3.516, -1.947], [-4.971, -4.972, -0.388], [0.921, 1.389, 2.015], [-3.634, -1.704, 1.628], [7.717, -0.937, 9.828], [-2.899, 0.503, -5.038], [-3.150, 0.537, -3.782], [7.337, -2.967, 9.293], [-0.150, -4.250, -2.926], [-4.704, -2.667, 1.088], [8.111, 1.029, 10.558], [-4.664, 2.216, -1.004], [5.551, -4.171, -9.682], [-3.391, -4.605, -1.767], [-1.294, -2.553, -3.712], [0.322, 6.572, -1.302], [-4.042, -1.879, -4.227], [-4.052, -0.913, 2.243], [-0.088, -2.855, 0.313], [0.994, 2.849, 0.549], [-0.758, 0.854, -0.248], [3.135, 1.161, 1.828], [-0.069, 5.687, -1.802]], "lowdin_charge": [0.01, -0.29, -0.11, 0.13, -0.15, 0.09, 0.11, 0.08, 0.09, -0.29, 0.09, 0.10, 0.08, 0.05, -0.48, 0.08, 0.09, -0.03, -0.02, -0.74, -0.51, 0.14, 0.07, 0.08, -0.03, 0.08, 0.07, 0.12, 0.07, -0.06, -0.19, 0.10, 0.09, 0.09, 0.08, -0.02, 0.08, 0.06, 0.02, 0.13, 0.08, 0.06, 0.09, -0.51, 0.09, 0.07, -0.24, -0.04, 0.04, 0.12, 0.04, -0.18, -0.41, 0.07, 0.04, -0.02, 1.01, 0.13, 0.12, 0.11, 0.08, -0.10, 0.07, 0.09, 0.13, 0.07, 0.90, 0.08, 0.00, -0.02, -0.23, 0.08, -0.25, 0.10, 0.13, 0.11, 0.13, 0.07, -0.18, 0.08, 0.07, -0.48, 0.09, 0.12, -0.02, 0.08, -0.01, 0.09, 0.11, 0.45, 0.06, -0.21, 0.14, 0.05, -0.13, 0.08, 0.09, -0.09, 0.15, 0.07, -0.02, -0.24, -0.03, 0.09, 0.06, 0.05, -0.17, 0.06, -0.06, 0.09, 0.11, -0.25, -0.13, 0.13, 0.10, -0.04, -0.50, -0.33, 0.19, 0.08, 0.11, -0.24, 0.08, 0.11, 0.09, -0.12, -0.29, 0.08, 0.14, 0.08, 0.06, -0.20, -0.18, 0.08, -0.06]}

***

# 6
{"formula": "C6H23N2O3", "method": "ωB97M-V/def2-TZVPD", "homo_ha": [-0.6673, -0.6671], "charge": 2, "lumo_energy_ev": [-6.2, -11.2], "spin_multiplicity": 2, "gap_ev": [12.0, 7.0], "e_above_lowest_kcal_mol": 44.51, "s_squared": 0.754, "species": ["N", "H", "H", "H", "C", "H", "N", "H", "H", "H", "H", "H", "H", "O", "H", "H", "H", "H", "H", "C", "C", "O", "H", "H", "H", "C", "H", "C", "O", "H", "H", "H", "H", "C"], "xyz": [[-0.297, -1.153, 0.235], [0.750, 1.896, 0.687], [-0.066, 0.196, 2.781], [-1.871, 0.196, -0.271], [0.093, -0.860, 2.588], [3.088, 1.286, -0.907], [1.095, 1.274, -0.041], [-0.910, 4.230, 1.096], [0.521, 0.517, -1.987], [1.929, 2.506, -1.534], [-0.287, 3.335, 2.229], [-0.510, 1.919, -1.327], [-1.127, -0.514, -1.638], [-2.277, -0.318, -3.207], [-2.055, -3.393, 1.244], [-1.809, -0.999, 1.570], [1.386, 0.338, 0.279], [2.638, 2.792, -0.022], [-0.192, -2.002, -0.370], [-0.880, -0.141, -0.598], [0.106, 0.966, -1.141], [-0.311, 3.498, 1.282], [-0.037, -1.403, 3.542], [-1.178, -3.184, 2.802], [-0.387, -3.679, 1.325], [-1.134, -3.007, 1.714], [1.166, -0.871, 2.371], [-0.830, -1.519, 1.547], [2.062, -0.635, -1.889], [-2.552, -1.229, -3.340], [2.256, -0.772, -2.852], [-2.732, 0.373, -3.689], [2.055, -1.610, -1.817], [2.297, 1.968, -0.661]], "nbo_charge": [-0.18, 0.48, 0.23, 0.27, -0.63, 0.26, -0.53, 0.52, 0.27, 0.23, 0.50, 0.27, 0.34, -0.99, 0.26, 0.26, 0.43, 0.25, 0.43, -0.36, -0.20, -1.00, 0.28, 0.27, 0.24, -0.65, 0.23, -0.09, -0.98, 0.51, 0.51, 0.52, 0.49, -0.43]}